{
  "formula": "C5H8N2",
  "method": "ωB97M-V/def2-TZVPD",
  "spin_multiplicity": 1,
  "homo_ev": -9.17,
  "relative_energy_ev": 4.6288,
  "fmax_ev_per_a": 1.632,
  "homo_lumo_gap_ev": 9.08,
  "symbols": ["C", "C", "C", "N", "C", "C", "N", "H", "H", "H", "H", "H", "H", "H", "H"],
  "xyz": [[-1.166227, -0.474504, -1.181327], [-0.170860, -0.321705, -0.047544], [1.252687, -0.698418, -0.439175], [-0.268087, 1.100773, 0.391028], [-0.747209, -0.666401, 1.286315], [0.307781, 1.612865, 1.495655], [0.781480, 2.173028, 2.400416], [-1.212128, -1.527027, -1.461863], [-0.867983, 0.118381, -2.052107], [-2.160196, -0.165970, -0.840092], [1.552720, -0.221947, -1.379757], [1.971701, -0.417195, 0.338253], [1.301297, -1.783595, -0.570353], [-1.066510, 1.627841, 0.065018], [0.142379, -0.839754, 1.952843]],
  "atomic_forces_ev_per_a": [[-0.0096, 0.0121, -0.0614], [0.0552, -0.0388, -0.1456], [-0.0426, -0.0406, 0.1012], [0.0652, 0.0980, 0.5932], [0.2858, -0.3565, -0.2014], [0.8379, 1.0476, 0.9302], [-0.4947, -0.8233, -1.1209], [-0.0514, 0.0625, -0.0680], [-0.0158, -0.1074, 0.0379], [0.1426, -0.1086, -0.0824], [-0.1063, -0.0741, 0.1477], [-0.1707, -0.0340, -0.0737], [0.0367, 0.0994, -0.0005], [-0.1443, -0.2077, 0.1260], [-0.3880, 0.4713, -0.1821]]
}